No. 1
Entry from OMol25: C14H8F3N5O2S in the gas phase in a non-equilibrium geometry (wB97M-V/def2-TZVPD).

## Properties
total charge: 0
calculated total energy: -45179.3353 eV
structure (SMILES): O=c1cc(COn2nnc3ccc(C(F)(F)F)cc32)nc2sccn12
M: 367.3 g/mol
frontier orbital gap: 8.6448 eV

Cartesian coordinates (Å):
O  -2.63879  0.61450  1.67773
C  -1.68444  1.24074  1.28156
C  -1.36392  1.63419  -0.05747
C  -0.22458  2.32938  -0.34692
C  0.15522  2.66777  -1.76595
O  0.14568  1.50524  -2.59649
N  1.02362  0.56224  -2.16047
N  2.33307  0.77436  -2.11949
N  2.92709  -0.24354  -1.65635
C  2.00258  -1.19992  -1.36192
C  2.12351  -2.48676  -0.83444
C  0.96520  -3.19876  -0.64588
C  -0.29341  -2.65899  -0.97632
C  -1.49579  -3.52653  -0.72822
F  -2.64122  -2.98134  -1.15070
F  -1.65683  -3.80010  0.57938
F  -1.39138  -4.71912  -1.34385
C  -0.44833  -1.39430  -1.50239
C  0.72536  -0.67447  -1.68296
N  0.67294  2.70774  0.58802
C  0.40290  2.38280  1.81350
S  1.41190  2.78096  3.16653
C  0.29652  1.97243  4.23100
C  -0.74633  1.45410  3.56805
N  -0.69322  1.68145  2.21337
H  -2.06076  1.35802  -0.83155
H  -0.57769  3.32882  -2.23132
H  1.14538  3.13399  -1.77350
H  3.09108  -2.89276  -0.59259
H  1.00151  -4.19866  -0.24141
H  -1.41509  -0.99418  -1.75987
H  0.49180  1.93590  5.28254
H  -1.58357  0.90479  3.95838

=====

No. 2
Entry from OMol25: C14H8F4S in the gas phase in a non-equilibrium geometry (wB97M-V/def2-TZVPD).

## Properties
total charge: 0
calculated total energy: -36351.5252 eV
structure (SMILES): FC1(F)S[C@@H]2c3cccc4cccc(c34)[C@@H]2C1(F)F
M: 284.3 g/mol
frontier orbital gap: 8.2737 eV

Cartesian coordinates (Å):
F  0.70517  -1.84203  -3.57520
C  0.01792  -2.41800  -2.58387
F  -0.56281  -3.51449  -3.26265
S  1.20423  -2.74158  -1.17271
C  1.15174  -0.83619  -0.88435
C  1.18330  -0.24171  0.46608
C  2.36384  0.01033  1.25528
C  2.28052  0.89944  2.27980
C  1.13923  1.45357  2.59775
C  0.01469  1.33478  1.80831
C  -1.26774  1.87634  2.02336
C  -2.33635  1.58131  1.18716
C  -2.11276  0.85816  -0.04243
C  -0.85020  0.26660  -0.25602
C  0.08308  0.48889  0.72899
C  -0.18058  -0.34931  -1.44059
C  -1.01103  -1.46145  -2.12510
F  -1.88700  -2.01345  -1.18068
F  -1.84621  -0.92310  -3.08364
H  1.98630  -0.47540  -1.55427
H  3.36167  -0.34602  0.94939
H  3.17592  0.87199  2.94846
H  1.11445  1.97601  3.58769
H  -1.54205  2.69207  2.82373
H  -3.20976  1.97092  1.62486
H  -2.87824  0.56781  -0.80518
H  -0.09732  0.31449  -2.31419